Here is C34H75F4FeN2O15P2S4 as an isolated structure in a non-equilibrium geometry from the Open Molecules 2025 dataset. Energies are from wB97M-V/def2-TZVPD.

```
! wB97M-V def2-TZVPD RIJCOSX def2/J DEFGRID3
* xyz 0 6
Fe -0.374 -0.580 3.320
O -0.748 -0.764 1.489
H -1.134 -0.203 0.788
C 0.814 -0.180 -1.467
C 0.547 1.095 -2.416
C 1.781 2.020 -2.502
C 2.019 2.833 -1.204
P 3.546 3.812 -1.173
C 3.914 4.542 -2.877
C 2.707 5.309 -3.543
C 2.628 5.265 -5.028
C 3.906 5.935 -5.571
C 3.441 5.156 0.085
C 4.780 5.891 0.530
C 4.693 7.031 1.571
C 5.965 7.799 1.736
C 4.875 2.660 -0.694
C 4.626 1.733 0.497
C 5.824 0.882 0.866
C 6.289 1.284 2.268
H 0.081 -0.982 -1.391
H 0.907 0.221 -0.458
H 1.790 -0.634 -1.640
H -0.289 1.603 -1.935
H 0.171 0.694 -3.357
H 1.463 2.612 -3.360
H 2.607 1.429 -2.896
H 2.061 2.218 -0.305
H 1.242 3.597 -1.161
H 4.126 3.599 -3.381
H 4.863 5.062 -2.743
H 2.813 6.378 -3.355
H 1.723 5.022 -3.175
H 1.710 5.702 -5.421
H 2.674 4.215 -5.316
H 4.736 5.654 -4.923
H 3.905 7.016 -5.708
H 4.110 5.460 -6.531
H 2.984 4.773 0.998
H 2.781 5.925 -0.315
H 5.131 6.315 -0.412
H 5.564 5.201 0.842
H 4.355 6.756 2.570
H 4.001 7.809 1.248
H 6.508 8.390 1.000
H 6.708 7.035 1.964
H 5.993 8.379 2.658
H 5.755 3.260 -0.458
H 5.095 2.050 -1.571
H 3.835 1.007 0.309
H 4.218 2.334 1.310
H 6.702 1.100 0.258
H 5.636 -0.190 0.926
H 6.281 2.369 2.379
H 7.311 0.912 2.347
H 5.632 0.963 3.077
C -8.107 -5.527 -1.224
C -6.769 -5.701 -0.495
C -5.817 -4.529 -0.525
C -4.404 -4.824 -0.031
P -3.207 -3.456 -0.395
C -1.490 -4.038 -0.021
C -1.056 -5.323 -0.660
C -1.352 -6.505 0.212
C -0.620 -7.834 -0.193
C -3.653 -1.776 0.183
C -4.962 -1.156 -0.221
C -4.908 0.333 -0.097
C -4.329 0.970 -1.322
C -3.144 -3.467 -2.245
C -2.136 -2.450 -2.881
C -2.728 -1.701 -4.089
C -1.551 -1.056 -4.874
H -7.821 -5.164 -2.212
H -8.816 -4.828 -0.782
H -8.625 -6.476 -1.358
H -6.229 -6.511 -0.985
H -6.782 -6.083 0.525
H -6.213 -3.771 0.152
H -5.843 -4.241 -1.576
H -4.018 -5.703 -0.547
H -4.593 -4.929 1.037
H -1.427 -4.049 1.067
H -0.914 -3.230 -0.473
H 0.002 -5.229 -0.905
H -1.460 -5.441 -1.665
H -2.359 -6.843 0.458
H -0.845 -6.183 1.121
H -1.062 -8.780 0.117
H 0.396 -7.769 0.195
H -0.488 -7.940 -1.270
H -2.779 -1.125 0.138
H -3.684 -1.967 1.256
H -5.719 -1.476 0.496
H -5.333 -1.491 -1.190
H -4.470 0.776 0.798
H -5.876 0.816 0.039
H -4.312 2.058 -1.255
H -4.938 0.724 -2.192
H -3.339 0.579 -1.559
H -4.180 -3.355 -2.567
H -3.012 -4.518 -2.503
H -1.330 -3.047 -3.309
H -1.846 -1.751 -2.097
H -3.596 -1.070 -3.895
H -3.119 -2.498 -4.721
H -1.549 0.019 -4.690
H -1.488 -1.343 -5.923
H -0.555 -1.229 -4.466
O 0.063 2.897 1.720
C 0.979 2.261 2.386
O 0.724 1.214 3.015
O 2.039 2.868 2.604
H 0.566 3.672 1.462
O -2.349 -4.030 4.910
C -2.215 -3.325 3.909
O -2.942 -3.696 3.026
O -1.483 -2.333 3.870
H -2.894 -4.578 4.341
N 1.133 -1.574 3.841
S 2.554 -1.864 3.162
O 2.768 -3.254 2.706
O 3.694 -1.033 3.389
F 2.084 -1.236 1.747
S 1.667 -2.446 5.234
O 2.669 -1.784 6.043
O 1.600 -3.876 5.235
F 0.334 -2.034 6.077
N -1.487 0.498 4.403
S -2.626 1.515 4.265
O -2.303 2.922 4.019
O -3.945 1.299 4.941
F -2.987 0.895 2.847
S -1.381 0.864 6.108
O -1.992 -0.195 6.970
O -1.284 2.235 6.481
F 0.186 0.451 6.163
*
```

For the LUMO energy (spin up / spin down), the calculation gives -0.24 / -1.04 eV. The frontier orbital gap (spin up / spin down) comes out at 8.46 / 7.58 eV. The HOMO energy (spin up / spin down) is -8.7 / -8.6 eV. The electronic energy is -177335.7845 eV.